(1)
Density functional theory data (the ωB97M-V functional and the def2-TZVPD basis) for a cluster of 2 separate species, C24H18BF3O in total at a distorted geometry.

```
47
Properties=species:S:1:pos:R:3
C 5.298 2.301 -2.853
C 4.096 2.595 -2.096
C 3.528 3.769 -1.650
C 2.316 3.402 -0.987
C 2.213 2.028 -1.068
B 1.105 0.931 -0.638
F 0.006 1.743 -0.308
F 0.934 0.155 -1.784
F 1.694 0.269 0.440
O 3.304 1.548 -1.737
H 5.816 3.237 -3.076
H 5.976 1.652 -2.284
H 5.058 1.803 -3.801
H 3.918 4.773 -1.786
H 1.617 4.079 -0.510
C -0.992 -0.777 0.413
C -1.308 -1.313 -0.888
C -1.756 -0.437 -1.908
C -2.246 -0.926 -3.107
C -2.272 -2.308 -3.337
C -1.786 -3.190 -2.366
C -1.300 -2.704 -1.155
C -0.256 -1.501 1.429
C -0.609 -0.965 2.714
C -0.195 -1.585 3.885
C 0.591 -2.740 3.787
C 0.982 -3.241 2.533
C 0.579 -2.615 1.349
C -1.587 0.093 2.509
C -1.843 0.191 1.095
C -2.896 0.986 0.650
C -3.668 1.681 1.586
C -3.407 1.581 2.964
C -2.357 0.783 3.431
H -1.673 0.635 -1.747
H -2.602 -0.219 -3.858
H -2.670 -2.692 -4.277
H -1.795 -4.268 -2.540
H -0.960 -3.398 -0.387
H -0.509 -1.162 4.839
H 0.906 -3.257 4.695
H 1.595 -4.142 2.473
H 0.911 -2.966 0.375
H -3.106 1.066 -0.413
H -4.495 2.299 1.233
H -4.032 2.127 3.670
H -2.125 0.675 4.490
```

Results
- Kohn-Sham gap: 3.15 eV
- Multiplicity: 1
- HOMO: -6.3 eV
- Energy relative to the best compared isomer or geometry (same formula, charge and spin): 0.0 kcal/mol
- Strongest force on any atom: 4.46 eV Å⁻¹

=====

(2)
Density functional theory data (the ωB97M-V functional and the def2-TZVPD basis) for a structure of composition C11H14BBaN7Se at a distorted geometry.

```
35
Properties=species:S:1:pos:R:3
H -0.259 2.934 2.076
N 0.112 1.687 0.395
B 0.782 0.780 -1.875
N 0.647 1.942 -0.855
C 0.916 3.255 -0.987
Ba -0.996 -0.675 1.307
H 1.321 3.635 -1.913
C 0.574 3.885 0.213
H 0.663 4.928 0.439
C 0.089 2.863 1.051
H 1.215 1.173 -2.910
C -1.963 -2.578 2.471
H -2.418 -3.110 3.302
H -0.906 -2.890 2.415
H -2.505 -2.811 1.541
N -0.644 0.170 -2.055
N 1.691 -0.326 -1.273
N -1.342 -0.394 -0.960
N 1.357 -0.923 -0.068
C -1.411 0.109 -3.150
C 2.814 -0.878 -1.769
H -1.009 0.493 -4.077
H 3.203 -0.549 -2.721
C -2.633 -0.481 -2.817
C 3.257 -1.843 -0.861
C -2.566 -0.779 -1.447
C 2.325 -1.824 0.197
H -3.445 -0.661 -3.493
H 4.124 -2.464 -0.959
H -3.320 -1.240 -0.797
H 2.327 -2.410 1.110
H -2.080 -1.414 2.784
Se 0.378 0.334 6.747
C -0.017 0.104 5.041
N -0.280 -0.044 3.898
```

Results
- Kohn-Sham gap: 6.38 eV
- Multiplicity: 1
- HOMO: -7.0 eV
- Energy relative to the best compared isomer or geometry (same formula, charge and spin): 61.7 kcal/mol
- Strongest force on any atom: 6.14 eV Å⁻¹

=====

(3)
Density functional theory data (the ωB97M-V functional and the def2-TZVPD basis) for a cluster of 10 separate species, C44H115N7O17 in total at a distorted geometry.

```
183
Properties=species:S:1:pos:R:3
C -0.649 2.994 -0.956
O -1.889 3.313 -1.522
C -2.725 4.026 -0.645
C -4.149 3.861 -1.131
N -5.092 4.736 -0.514
C -5.031 6.150 -0.820
C -6.264 6.944 -0.508
O -7.337 6.437 -1.212
C -8.525 7.149 -0.982
H -0.722 2.155 -0.249
H -0.129 3.871 -0.563
H 0.074 2.705 -1.726
H -2.390 5.076 -0.688
H -2.603 3.615 0.366
H -4.437 2.818 -0.964
H -4.155 3.945 -2.224
H -6.041 4.439 -0.634
H -4.716 6.357 -1.845
H -4.279 6.578 -0.148
H -5.993 7.976 -0.768
H -6.398 7.003 0.582
H -8.475 8.199 -1.287
H -8.873 7.173 0.064
H -9.358 6.632 -1.468
C -1.449 0.474 4.145
O -1.528 1.866 3.939
C -0.850 2.297 2.754
C -0.980 3.786 2.772
N -0.500 4.368 3.989
C -0.716 5.770 4.163
C -0.391 6.245 5.553
O -1.390 5.922 6.480
C -1.668 6.890 7.461
H -1.679 0.206 5.186
H -0.435 0.090 3.970
H -2.110 -0.079 3.482
H -1.282 1.852 1.858
H 0.207 1.981 2.732
H -2.033 4.020 2.551
H -0.381 4.225 1.963
H -0.725 3.769 4.771
H -1.728 6.096 3.897
H -0.111 6.351 3.457
H -0.224 7.324 5.463
H 0.555 5.826 5.912
H -0.767 7.438 7.758
H -2.050 6.377 8.345
H -2.505 7.531 7.169
C 0.026 -8.163 3.490
O -0.759 -7.361 2.638
C -0.185 -6.109 2.330
C -0.992 -5.428 1.233
N -2.372 -5.225 1.531
C -3.112 -4.732 0.387
C -2.737 -3.395 -0.196
O -2.860 -2.393 0.803
C -4.205 -2.021 1.123
H -0.625 -8.642 4.231
H 0.773 -7.625 4.078
H 0.592 -8.925 2.947
H 0.833 -6.269 1.972
H -0.193 -5.471 3.223
H -0.840 -5.990 0.310
H -0.396 -4.506 1.066
H -2.532 -4.658 2.361
H -4.174 -4.742 0.642
H -3.000 -5.481 -0.398
H -3.409 -3.142 -1.025
H -1.713 -3.313 -0.566
H -4.163 -1.066 1.645
H -4.691 -2.762 1.762
H -4.779 -1.847 0.209
C 6.261 -2.312 -8.288
O 5.133 -2.433 -7.461
C 5.368 -2.327 -6.099
C 4.044 -2.549 -5.404
N 3.651 -3.951 -5.184
C 2.192 -4.165 -5.215
C 1.391 -3.442 -4.156
O 1.138 -2.127 -4.563
C 0.339 -1.429 -3.684
H 6.950 -3.150 -8.102
H 6.684 -1.313 -8.132
H 5.874 -2.396 -9.305
H 5.846 -1.382 -5.835
H 6.110 -3.079 -5.770
H 3.322 -1.971 -5.994
H 4.180 -2.028 -4.441
H 4.201 -4.597 -5.729
H 2.089 -5.249 -5.057
H 1.784 -3.955 -6.215
H 1.833 -3.467 -3.154
H 0.430 -3.973 -4.078
H 0.303 -0.377 -3.971
H 0.677 -1.507 -2.650
H -0.705 -1.791 -3.674
C -11.510 2.619 -2.390
O -10.484 2.294 -1.468
C -9.618 3.397 -1.266
C -8.530 3.054 -0.265
N -7.314 2.438 -0.887
C -7.402 1.006 -1.214
C -6.158 0.511 -1.977
O -5.080 0.550 -1.073
C -3.876 0.322 -1.759
H -11.062 2.801 -3.368
H -12.094 3.451 -1.954
H -12.128 1.735 -2.503
H -10.222 4.256 -0.956
H -9.161 3.643 -2.226
H -8.950 2.401 0.491
H -8.177 3.999 0.147
H -6.611 2.667 -0.196
H -8.228 0.830 -1.910
H -7.505 0.370 -0.314
H -5.951 1.189 -2.820
H -6.241 -0.451 -2.475
H -3.084 0.036 -1.073
H -3.609 1.223 -2.306
H -3.966 -0.561 -2.395
C 10.459 3.757 -2.829
O 9.409 2.834 -2.812
C 9.849 1.500 -2.819
C 8.674 0.545 -2.948
N 7.994 0.278 -1.677
C 6.900 -0.641 -1.785
C 6.116 -0.827 -0.528
O 5.636 0.343 0.043
C 4.885 1.169 -0.817
H 10.986 3.773 -3.786
H 11.212 3.584 -2.040
H 10.028 4.753 -2.663
H 10.423 1.295 -1.897
H 10.537 1.317 -3.642
H 9.098 -0.412 -3.284
H 7.958 0.934 -3.673
H 7.687 1.153 -1.271
H 7.277 -1.619 -2.065
H 6.179 -0.377 -2.561
H 6.594 -1.446 0.238
H 5.334 -1.549 -0.843
H 5.445 1.642 -1.625
H 4.468 1.975 -0.204
H 4.058 0.638 -1.311
C 1.619 -2.936 5.281
O 1.739 -4.239 4.780
C 2.935 -4.907 5.135
C 4.086 -4.261 4.447
N 4.002 -4.136 3.002
C 4.240 -5.396 2.298
C 3.922 -5.254 0.840
O 2.519 -5.014 0.711
C 2.163 -4.700 -0.610
H 2.492 -2.331 5.025
H 1.467 -2.999 6.367
H 0.766 -2.470 4.778
H 2.862 -5.923 4.730
H 3.093 -4.934 6.219
H 4.943 -4.901 4.684
H 4.432 -3.300 4.833
H 3.152 -3.761 2.587
H 3.652 -6.246 2.668
H 5.302 -5.620 2.326
H 4.119 -6.212 0.355
H 4.489 -4.460 0.346
H 2.286 -5.549 -1.290
H 2.685 -3.798 -0.988
H 1.115 -4.398 -0.655
O 3.210 2.085 2.327
H 4.132 2.376 2.332
H 2.705 2.808 2.758
O 3.404 -0.463 3.669
H 3.128 0.437 3.442
H 4.044 -0.706 2.985
C 1.643 -0.451 0.353
C 0.421 -1.303 0.423
O -0.712 -0.459 0.778
H 1.688 0.238 1.203
H 1.627 0.232 -0.496
H 2.534 -1.083 0.344
H 0.488 -2.108 1.161
H 0.185 -1.763 -0.545
H -1.504 -1.034 0.792
```

Results
- Kohn-Sham gap: 8.75 eV
- Multiplicity: 1
- SMILES: COCCNCCOC.COCCNCCOC.COCCNCCOC.COCCNCCOC.COCCNCCOC.COCCNCCOC.COCCNCCOC.CCO.O.O
- HOMO: -8.3 eV
- Strongest force on any atom: 1.89 eV Å⁻¹

=====

(4)
Density functional theory data (the ωB97M-V functional and the def2-TZVPD basis) for the molecule C4H8O2.

```
14
Properties=species:S:1:pos:R:3
C 1.918 0.075 -0.431
O 0.781 -0.716 -0.113
C -0.450 -0.030 -0.231
C -1.552 -1.024 0.095
C -0.470 1.136 0.752
O -0.503 2.297 0.425
H 2.659 -0.570 -0.912
H 1.654 0.888 -1.117
H 2.369 0.514 0.470
H -0.570 0.389 -1.242
H -1.370 -1.946 -0.463
H -1.542 -1.263 1.164
H -2.543 -0.635 -0.166
H -0.426 0.829 1.822
```

Results
- Kohn-Sham gap: 10.69 eV
- Multiplicity: 1
- SMILES: CO[C@@H](C)C=O
- HOMO: -9.7 eV
- Energy relative to the best compared isomer or geometry (same formula, charge and spin): 37.0 kcal/mol
- Strongest force on any atom: 0.54 eV Å⁻¹

=====

(5)
Density functional theory data (the ωB97M-V functional and the def2-TZVPD basis) for a structure of composition C6H8O2 at a distorted geometry.

```
16
Properties=species:S:1:pos:R:3
C -2.472 0.046 -0.868
C -1.074 -0.293 -0.011
C 0.211 -0.481 -0.527
C 2.234 -0.579 0.276
C 2.044 0.810 0.608
C 0.105 0.361 0.792
H -2.354 0.530 -2.019
H -3.308 0.760 -0.348
H -3.215 -1.025 -0.989
H -1.281 -0.857 0.883
H 0.808 0.348 -1.079
H 3.088 -0.937 -0.152
H 2.880 1.539 0.780
H 0.291 -0.099 1.809
O 1.125 -1.473 -0.097
O 0.918 1.349 0.942
```

Results
- Kohn-Sham gap: 9.30 eV
- Multiplicity: 1
- HOMO: -8.4 eV
- Energy relative to the best compared isomer or geometry (same formula, charge and spin): 197.0 kcal/mol
- Strongest force on any atom: 6.48 eV Å⁻¹

=====

(6)
Density functional theory data (the ωB97M-V functional and the def2-TZVPD basis) for a cluster of 5 separate species, C2H12O5 in total at a distorted geometry.

```
19
Properties=species:S:1:pos:R:3
C 4.196 1.023 -1.104
C 3.919 0.598 0.130
O 4.448 -0.489 0.748
H 3.427 1.539 -1.654
H 5.128 0.712 -1.558
H 3.002 0.915 0.609
H 5.304 -0.734 0.343
H -6.592 -3.485 1.001
H -5.994 -3.499 -0.362
O -6.328 -2.869 0.306
H 0.415 -0.984 1.348
H -0.562 -0.897 0.259
O -0.430 -1.388 1.076
H -4.199 2.026 1.524
H -3.881 3.606 1.232
O -3.683 2.676 1.081
H 1.352 0.609 -1.559
H 0.035 0.217 -2.140
O 0.443 0.424 -1.281
```

Results
- Kohn-Sham gap: 9.96 eV
- Multiplicity: 1
- SMILES: C=CO.O.O.O.O
- HOMO: -9.4 eV
- Energy relative to the best compared isomer or geometry (same formula, charge and spin): 36.8 kcal/mol
- Strongest force on any atom: 2.08 eV Å⁻¹

=====

(7)
Density functional theory data (the ωB97M-V functional and the def2-TZVPD basis) for the molecule C4H5Cl2N3 at a distorted geometry.

```
14
Properties=species:S:1:pos:R:3
C -1.672 0.838 1.069
C -0.282 1.017 1.452
C -1.978 -0.172 0.202
C 0.453 -0.608 -0.019
N 0.673 0.395 0.882
N -1.007 -0.871 -0.438
N 1.118 -0.668 -1.211
Cl -3.574 -0.488 -0.358
Cl 1.329 -2.150 0.812
H -2.398 1.367 1.578
H -0.209 1.680 2.276
H -1.266 -1.477 -1.208
H 2.047 -0.818 -1.012
H 0.828 -0.017 -1.920
```

Results
- Kohn-Sham gap: 9.02 eV
- Multiplicity: 1
- SMILES: N[C@@]1(Cl)N=CC=C(Cl)N1
- HOMO: -8.8 eV
- Energy relative to the best compared isomer or geometry (same formula, charge and spin): 14.7 kcal/mol
- Strongest force on any atom: 3.40 eV Å⁻¹

=====

(8)
Density functional theory data (the ωB97M-V functional and the def2-TZVPD basis) for a structure of composition C14H21N6O3RuS2 at a distorted geometry.

```
47
Properties=species:S:1:pos:R:3
Ru -0.395 0.348 0.157
C 0.514 -1.933 -5.163
C -0.123 -2.355 -3.917
N -0.575 -3.548 -3.659
N -1.049 -3.550 -2.427
C -0.894 -2.354 -1.842
S -1.358 -1.898 -0.280
N -0.304 -1.566 -2.787
N 0.039 -0.235 -2.573
H 0.576 -2.790 -5.832
H 1.522 -1.555 -4.979
H -0.053 -1.151 -5.669
H -1.438 -4.402 -2.032
H 1.005 -0.085 -2.878
H -0.561 0.377 -3.135
C 1.985 3.922 -0.361
C 1.416 2.572 -0.198
N 0.128 2.337 -0.064
O -0.711 3.394 -0.028
C 2.215 1.362 -0.223
C 3.686 1.320 -0.305
N 1.488 0.246 -0.153
O 1.855 -0.926 -0.238
H 1.298 4.695 -0.021
H 2.179 4.112 -1.421
H 2.941 4.022 0.147
H -1.646 3.095 -0.033
H 4.061 1.836 -1.194
H 4.036 0.287 -0.311
H 4.137 1.843 0.545
C -2.811 2.090 3.224
S -3.072 0.723 2.065
O -2.324 1.145 0.792
C -1.888 -0.514 2.698
C -0.497 -0.275 2.613
C 0.377 -1.320 2.936
C -0.121 -2.548 3.350
C -1.492 -2.739 3.496
C -2.380 -1.723 3.148
H -1.758 2.343 3.304
H -3.196 1.773 4.191
H -3.390 2.950 2.892
H -0.105 0.753 2.576
H 1.448 -1.160 2.908
H 0.558 -3.359 3.572
H -1.876 -3.675 3.872
H -3.443 -1.885 3.236
```

Results
- Kohn-Sham gap (alpha / beta): 7.20 / 4.92 eV
- Multiplicity: 5
- HOMO (alpha / beta): -18.1 / -18.1 eV
- Energy relative to the best compared isomer or geometry (same formula, charge and spin): 25.2 kcal/mol
- Total charge: +3
- <S²>: 6.059
- Strongest force on any atom: 3.63 eV Å⁻¹